<i>
The following is a quantum chemistry calculation of C4H2Cl2 in the gas phase, from OMol25.

E_HOMO   -9.19 eV
HOMO-LUMO gap   9.526 eV
SMILES   C#CC=C(Cl)Cl

```
! RIJCOSX wB97M-V def2-TZVPD def2/J DEFGRID3
* xyz 0 1
C 1.44 0.58 -1.52
C 0.44 0.40 -0.88
C -0.64 0.20 -0.02
C -0.65 -0.52 1.10
Cl -2.06 -0.94 2.03
Cl 0.79 -1.14 1.81
H 2.25 0.77 -2.22
H -1.57 0.65 -0.31
*
```



<ii>
The following is a quantum chemistry calculation of C4H2Cl2 as an isolated structure, from OMol25.

E_HOMO (alpha / beta)   -8.91 / -8.91 eV
HOMO-LUMO gap (alpha / beta)   7.328 / 7.329 eV

```
! RIJCOSX wB97M-V def2-TZVPD def2/J DEFGRID3
* xyz 0 1
C -1.44 -1.79 -0.15
C -0.96 -0.86 -0.88
C -0.82 0.27 -1.49
C 0.73 1.58 -0.50
Cl 2.20 1.41 -1.11
Cl 0.71 0.86 1.12
H -1.18 0.73 -2.42
H 0.25 2.46 -0.76
*
```



<iii>
The following is a quantum chemistry calculation of C4H2Cl2 in the gas phase, from OMol25.

E_HOMO   -10.42 eV
HOMO-LUMO gap   8.276 eV

```
! RIJCOSX wB97M-V def2-TZVPD def2/J DEFGRID3
* xyz 0 1
C -1.62 1.27 1.88
C -0.87 1.17 0.86
C -0.20 0.76 -0.20
C 0.62 -0.65 -0.23
Cl 2.15 -0.48 -1.00
Cl -0.55 -1.88 -0.77
H -0.37 1.02 -1.33
H 0.82 -1.21 0.78
*
```



Stability verdict: <i>, ahead by 3.219 eV



<i>
The following is a quantum chemistry calculation of a 8-piece molecular cluster, C32H64O16 overall, from OMol25.

E_HOMO   -10.07 eV
HOMO-LUMO gap   10.679 eV
SMILES   CCOC(C)=O.CCOC(C)=O.CCOC(C)=O.CCOC(C)=O.CCOC(C)=O.CCOC(C)=O.CCOC(C)=O.CCOC(C)=O

```
! RIJCOSX wB97M-V def2-TZVPD def2/J DEFGRID3
* xyz 0 1
C -2.54 2.39 3.66
C -3.97 1.94 3.88
O -4.97 2.95 3.47
C -6.16 2.53 2.97
C -7.04 3.69 2.56
O -6.48 1.34 2.91
H -2.32 3.27 4.29
H -2.40 2.56 2.59
H -1.89 1.58 3.96
H -4.21 1.02 3.37
H -4.20 1.82 4.95
H -6.58 4.12 1.68
H -7.27 4.46 3.29
H -7.98 3.25 2.30
C -0.26 1.38 -3.30
C 0.14 0.51 -2.13
O 1.11 -0.53 -2.48
C 2.41 -0.13 -2.31
C 3.39 -1.24 -2.62
O 2.73 0.97 -1.98
H -1.26 1.77 -3.23
H -0.21 0.75 -4.20
H 0.41 2.25 -3.40
H 0.55 1.09 -1.31
H -0.73 -0.07 -1.80
H 4.40 -0.87 -2.84
H 3.00 -1.80 -3.47
H 3.47 -1.84 -1.73
C -2.01 -3.65 -1.56
C -0.98 -3.99 -2.71
O -1.60 -4.49 -3.93
C -2.12 -5.76 -3.90
C -2.75 -6.11 -5.26
O -2.07 -6.37 -2.88
H -2.51 -4.54 -1.19
H -2.69 -2.91 -2.01
H -1.49 -3.19 -0.72
H -0.45 -3.11 -3.07
H -0.25 -4.70 -2.39
H -1.98 -6.46 -5.98
H -3.32 -5.25 -5.65
H -3.43 -6.96 -5.07
C -4.42 1.64 -3.59
C -4.67 3.15 -3.48
O -3.61 3.86 -2.85
C -3.45 3.78 -1.55
C -2.31 4.58 -1.03
O -4.16 3.11 -0.84
H -3.53 1.32 -4.13
H -5.31 1.39 -4.18
H -4.58 1.17 -2.62
H -4.67 3.67 -4.42
H -5.62 3.29 -2.92
H -1.61 3.96 -0.54
H -2.75 5.17 -0.22
H -1.81 5.22 -1.74
C 8.30 -1.38 1.55
C 6.90 -1.54 1.05
O 6.26 -0.31 1.03
C 4.93 -0.25 0.76
C 4.36 1.15 0.93
O 4.26 -1.18 0.43
H 8.83 -0.59 1.01
H 8.81 -2.34 1.38
H 8.30 -1.08 2.60
H 6.91 -1.88 0.01
H 6.29 -2.23 1.64
H 5.10 1.87 1.35
H 3.48 1.04 1.55
H 4.00 1.48 -0.07
C 5.01 -4.94 -0.23
C 3.64 -4.31 0.04
O 2.68 -5.36 0.39
C 1.35 -5.09 0.32
C 0.57 -6.30 0.75
O 0.91 -4.03 -0.01
H 5.51 -5.42 0.64
H 5.69 -4.18 -0.60
H 4.90 -5.68 -1.02
H 3.74 -3.58 0.80
H 3.22 -3.78 -0.84
H 1.27 -7.02 1.15
H 0.10 -6.70 -0.13
H -0.21 -6.02 1.46
C 0.15 4.49 1.81
C 1.23 3.69 2.53
O 2.36 4.53 2.94
C 2.09 5.25 4.06
C 3.30 6.16 4.35
O 1.07 5.21 4.65
H 0.54 4.88 0.86
H -0.34 5.28 2.38
H -0.57 3.66 1.60
H 0.80 3.20 3.43
H 1.64 2.91 1.94
H 3.21 7.00 3.61
H 4.22 5.59 4.13
H 3.18 6.58 5.35
C -3.39 -0.48 -0.18
C -2.61 -0.15 1.03
O -1.36 -0.81 0.99
C -0.21 -0.05 1.16
C 1.04 -0.88 0.96
O -0.23 1.11 1.41
H -2.87 -0.13 -1.05
H -4.34 0.04 -0.16
H -3.64 -1.56 -0.17
H -2.44 0.93 1.14
H -3.04 -0.52 1.96
H 1.06 -1.31 -0.03
H 1.15 -1.70 1.65
H 1.90 -0.21 1.03
*
```



<ii>
The following is a quantum chemistry calculation of a 8-piece molecular cluster, C32H64O16 overall, from OMol25.

E_HOMO   -9.86 eV
HOMO-LUMO gap   10.196 eV
SMILES   CCOC(C)=O.CCOC(C)=O.CCOC(C)=O.CCOC(C)=O.CCOC(C)=O.CCOC(C)=O.CCOC(C)=O.CCOC(C)=O

```
! RIJCOSX wB97M-V def2-TZVPD def2/J DEFGRID3
* xyz 0 1
C 2.32 -2.92 -1.70
C 1.05 -3.31 -2.53
O 1.30 -2.89 -3.84
C 0.28 -3.05 -4.73
C 0.44 -2.30 -6.01
O -0.62 -3.85 -4.62
H 3.19 -3.11 -2.43
H 2.29 -3.60 -0.79
H 2.55 -1.84 -1.53
H 0.93 -4.42 -2.53
H 0.09 -3.00 -2.04
H 0.56 -2.99 -6.87
H 1.45 -1.85 -6.16
H -0.30 -1.46 -6.09
C 1.25 6.39 -8.24
C -0.11 6.39 -7.47
O -0.17 5.15 -6.80
C -1.07 4.88 -5.76
C -0.86 3.48 -5.20
O -1.91 5.63 -5.33
H 1.29 5.60 -8.89
H 1.96 6.42 -7.56
H 1.20 7.17 -8.79
H -0.01 7.28 -6.93
H -0.92 6.48 -8.13
H -1.62 3.18 -4.55
H 0.02 3.54 -4.66
H -0.96 2.92 -5.93
C -0.51 7.64 2.28
C -0.86 6.54 3.20
O 0.07 5.49 3.05
C -0.15 4.30 3.37
C 0.99 3.38 2.97
O -1.15 3.91 4.05
H -1.44 8.41 2.41
H -0.44 7.16 1.32
H 0.46 8.16 2.35
H -0.90 6.89 4.18
H -1.81 6.24 2.85
H 1.95 3.89 3.38
H 0.86 3.30 1.82
H 1.14 2.39 3.56
C -1.03 0.21 -2.87
C -0.23 0.70 -1.62
O -0.32 -0.29 -0.68
C 0.28 -0.03 0.42
C 0.17 -1.31 1.37
O 0.91 0.94 0.88
H -0.40 -0.68 -3.21
H -1.07 0.91 -3.65
H -2.14 -0.13 -2.60
H 0.74 0.98 -1.97
H -0.81 1.58 -1.11
H -0.87 -1.50 1.75
H 0.91 -1.44 2.14
H 0.34 -2.06 0.83
C -3.08 2.38 1.40
C -3.46 0.99 0.77
O -4.72 1.01 0.02
C -5.07 -0.07 -0.63
C -6.61 0.03 -1.00
O -4.39 -0.95 -0.93
H -2.02 2.55 1.52
H -3.47 2.37 2.36
H -3.25 3.26 0.82
H -2.59 0.87 -0.02
H -3.49 0.34 1.50
H -6.62 0.68 -2.00
H -7.09 0.35 -0.02
H -7.04 -0.95 -1.16
C -2.89 -2.99 2.07
C -3.24 -2.28 3.43
O -2.33 -1.29 3.67
C -2.52 -0.41 4.79
C -1.77 0.86 4.68
O -3.36 -0.74 5.65
H -1.96 -3.57 2.41
H -2.94 -2.14 1.30
H -3.63 -3.69 1.71
H -4.41 -1.88 3.65
H -3.05 -3.01 4.20
H -1.47 1.01 3.64
H -0.86 0.37 5.07
H -2.20 1.59 5.33
C 7.65 -3.33 1.86
C 6.22 -3.11 1.74
O 5.81 -1.79 1.65
C 4.48 -1.39 1.51
C 4.28 0.08 1.21
O 3.49 -2.20 1.47
H 7.92 -2.78 2.61
H 8.29 -2.97 1.00
H 7.99 -4.39 2.06
H 5.79 -3.79 1.11
H 5.65 -3.55 2.61
H 3.31 0.24 0.67
H 4.98 0.48 0.46
H 4.46 0.58 2.28
C 2.58 -5.53 1.27
C 1.92 -4.95 2.62
O 0.80 -5.73 2.86
C -0.11 -5.35 3.73
C -1.40 -6.14 3.97
O -0.05 -4.22 4.35
H 1.70 -5.55 0.68
H 2.89 -6.50 1.23
H 3.38 -4.84 0.95
H 2.73 -4.80 3.26
H 1.43 -3.82 2.27
H -2.16 -5.42 4.03
H -1.28 -6.84 4.83
H -1.60 -6.56 3.06
*
```



Stability verdict: <i>, ahead by 12.118 eV